(1)
67
Properties=species:S:1:pos:R:3 method="wB97M-V/def2-TZVPD" gap_ev=7.19 total_charge=-1 mol_weight_g_mol=528.5 multiplicity=1
C 3.592 -1.794 2.807
P 3.113 -2.305 1.079
O 3.181 -3.962 1.256
C 4.728 -1.932 0.095
N 5.659 -3.052 0.343
C 4.361 -2.008 -1.432
O 3.169 -1.765 -1.678
O 5.295 -2.334 -2.202
N 5.425 -0.700 0.517
C 6.867 -0.840 0.616
O 7.451 0.452 0.786
O 8.845 0.237 1.058
P 4.821 0.866 0.177
N 3.266 0.829 0.894
O 4.256 0.866 -1.355
H 3.008 -0.910 3.046
H 4.653 -1.574 2.943
H 3.265 -2.567 3.504
H 3.877 -4.183 1.887
H 5.387 -3.843 -0.220
H 5.697 -3.297 1.326
H 7.121 -1.402 1.522
H 7.305 -1.315 -0.264
H 8.989 -0.718 0.997
H 3.399 0.721 1.891
H 2.696 0.074 0.502
H 4.816 1.460 -1.864
N 0.121 1.165 1.196
C -0.776 1.615 2.119
C -1.989 1.758 1.491
C -1.808 1.367 0.135
C -0.493 1.007 -0.011
H 1.095 0.977 1.370
H -0.480 1.797 3.138
H -2.902 2.103 1.951
H -2.558 1.352 -0.639
H 0.056 0.651 -0.867
N -2.924 4.098 -1.818
C -3.824 4.543 -0.891
C -5.032 4.697 -1.516
C -4.852 4.328 -2.878
C -3.539 3.962 -3.029
H -1.957 3.898 -1.630
H -3.528 4.708 0.130
H -5.943 5.035 -1.051
H -5.598 4.333 -3.656
H -2.995 3.617 -3.893
N -3.484 -0.948 2.921
C -3.141 -2.196 2.487
C -3.946 -3.101 3.128
C -4.814 -2.365 3.980
C -4.502 -1.039 3.827
H -3.050 -0.092 2.615
H -2.356 -2.333 1.763
H -3.918 -4.170 2.998
H -5.577 -2.762 4.629
H -4.918 -0.157 4.284
N -4.794 0.757 -3.736
C -5.562 -0.140 -4.426
C -4.816 -1.273 -4.618
C -3.548 -1.051 -4.017
C -3.568 0.209 -3.482
H -5.080 1.681 -3.459
H -6.569 0.103 -4.720
H -5.143 -2.162 -5.130
H -2.718 -1.736 -3.980
H -2.815 0.761 -2.944

***

(2)
12
Properties=species:S:1:pos:R:3 method="wB97M-V/def2-TZVPD" gap_ev=9.71 total_charge=0 mol_weight_g_mol=162.6 smiles="CO[P@](=S)(Cl)CF" multiplicity=1 relative_energy_kcal_mol=0.0
C 1.971 0.521 -0.332
C -1.993 0.008 -0.268
O 0.612 0.193 -0.632
F -2.965 -0.731 0.319
P -0.368 -0.543 0.495
S 0.028 0.038 2.326
Cl -0.093 -2.482 0.285
H 2.643 -0.128 -0.923
H 2.212 0.479 0.714
H 2.186 1.505 -0.534
H -2.045 -0.025 -1.417
H -2.189 1.163 -0.032

***

(3)
15
Properties=species:S:1:pos:R:3 method="wB97M-V/def2-TZVPD" gap_ev=7.32 total_charge=0 mol_weight_g_mol=134.2 multiplicity=1 relative_energy_kcal_mol=54.1
C 1.861 1.695 -0.150
C 2.473 0.384 -0.368
C 0.545 1.928 0.163
C -0.411 -0.487 -0.098
C 1.920 -0.767 -0.110
C -0.212 0.689 0.238
C -2.599 -1.419 -0.083
C -1.296 -1.554 -0.291
S 2.043 -2.301 0.123
H 2.484 2.547 -0.125
H 3.520 0.520 -0.723
H -0.030 2.915 0.066
H -3.120 -2.406 -0.466
H -2.975 -0.449 0.332
H -0.934 -2.462 -0.689

***

(4)
74
Properties=species:S:1:pos:R:3 method="wB97M-V/def2-TZVPD" gap_ev=9.00 total_charge=0 mol_weight_g_mol=770.5 multiplicity=1
C 6.365 1.705 -1.272
C 6.421 2.598 -2.500
Br 7.751 3.973 -2.168
C 5.059 3.130 -2.942
Br 5.195 4.491 -4.346
Si 3.882 3.871 -1.634
O 2.369 3.240 -1.796
Si 2.044 1.628 -1.614
H 5.648 0.896 -1.435
H 7.344 1.254 -1.120
H 6.110 2.254 -0.370
H 6.828 2.011 -3.322
H 4.581 2.318 -3.490
H 4.373 3.605 -0.265
H 3.761 5.317 -1.847
H 3.303 0.851 -1.577
H 1.280 1.397 -0.376
H 1.229 1.190 -2.756
C -2.534 3.581 3.596
C -2.362 2.580 4.543
C -1.373 1.626 4.374
C -0.573 1.702 3.251
C -0.723 2.688 2.294
C -1.718 3.633 2.474
N 0.491 0.702 3.072
O 0.601 -0.171 3.908
O 1.216 0.817 2.103
H -3.306 4.325 3.735
H -2.996 2.542 5.417
H -1.221 0.842 5.100
H -0.076 2.713 1.430
H -1.853 4.414 1.738
C 5.011 2.289 3.638
C 3.848 1.580 3.908
C 3.248 1.680 5.153
C 3.828 2.500 6.100
C 4.987 3.211 5.857
C 5.581 3.099 4.611
N 3.181 2.627 7.421
O 2.169 1.985 7.615
O 3.696 3.368 8.232
H 5.474 2.211 2.663
H 3.404 0.949 3.150
H 2.348 1.131 5.385
H 5.412 3.839 6.626
H 6.488 3.648 4.399
C -2.868 -2.956 -1.485
C -2.840 -3.353 -2.816
C -1.759 -3.030 -3.619
C -0.719 -2.309 -3.066
C -0.722 -1.900 -1.746
C -1.810 -2.229 -0.955
N 0.436 -1.966 -3.915
O 0.410 -2.312 -5.076
O 1.347 -1.350 -3.398
H -3.716 -3.212 -0.867
H -3.666 -3.915 -3.228
H -1.721 -3.330 -4.655
H 0.108 -1.336 -1.348
H -1.830 -1.919 0.081
C -8.468 -6.113 -5.196
C -8.489 -6.877 -4.037
C -7.858 -6.422 -2.892
C -7.217 -5.199 -2.937
C -7.181 -4.420 -4.077
C -7.814 -4.888 -5.216
N -6.547 -4.706 -1.720
O -6.571 -5.409 -0.734
O -6.005 -3.619 -1.778
H -8.964 -6.473 -6.087
H -8.997 -7.831 -4.024
H -7.861 -7.001 -1.982
H -6.671 -3.469 -4.071
H -7.798 -4.294 -6.119

***

(5)
9
Properties=species:S:1:pos:R:3 method="wB97M-V/def2-TZVPD" gap_ev=9.84 total_charge=+2 mol_weight_g_mol=174.5 multiplicity=1
H 1.339 -0.546 1.438
O 0.039 1.042 -0.555
O -0.553 -0.778 0.457
C 1.138 0.465 -0.235
C 0.862 -0.819 0.432
C -1.059 0.242 -0.131
F 2.213 0.856 -0.720
H 1.245 -1.704 -0.098
Rb -5.224 1.242 -0.588

***

(6)
41
Properties=species:S:1:pos:R:3 method="wB97M-V/def2-TZVPD" gap_ev=7.55 total_charge=0 mol_weight_g_mol=361.3 smiles="COc1ccccc1OCCNC(=O)c1cc([N+](=O)[O-])cc([N+](=O)[O-])c1" multiplicity=1 relative_energy_kcal_mol=69.0
C 0.077 2.322 -1.031
H 0.373 3.371 -1.092
H -0.171 1.964 -2.030
H -0.806 2.229 -0.389
O 1.143 1.516 -0.571
C 1.814 1.923 0.570
C 1.277 2.849 1.454
C 1.966 3.250 2.585
C 3.214 2.721 2.852
C 3.750 1.786 1.991
C 3.075 1.367 0.847
O 3.785 0.495 0.066
C 3.161 -0.512 -0.700
H 4.002 -1.020 -1.177
H 2.522 -0.085 -1.480
C 2.358 -1.506 0.156
N 0.936 -1.322 -0.023
C 0.083 -2.356 -0.111
O 0.393 -3.518 0.043
C -1.338 -1.961 -0.424
C -1.632 -0.939 -1.317
C -2.956 -0.647 -1.621
C -4.004 -1.355 -1.052
C -3.691 -2.378 -0.170
C -2.376 -2.695 0.140
H -2.156 -3.513 0.810
N -4.773 -3.137 0.441
O -5.897 -2.881 0.079
O -4.470 -3.963 1.268
H -5.031 -1.120 -1.292
N -3.243 0.429 -2.552
O -4.399 0.639 -2.825
O -2.296 1.050 -2.982
H -0.851 -0.378 -1.808
H 0.629 -0.366 -0.147
H 2.630 -1.363 1.209
H 2.582 -2.539 -0.117
H 4.724 1.358 2.170
H 3.765 3.029 3.726
H 1.522 3.978 3.247
H 0.307 3.278 1.258

***

(7)
5
Properties=species:S:1:pos:R:3 method="wB97M-V/def2-TZVPD" gap_ev="8.53 / 8.54" total_charge=0 mol_weight_g_mol=193.0 multiplicity=1 relative_energy_kcal_mol=48.2
N 0.666 -0.424 -0.314
F 2.439 2.140 -0.425
S 1.968 0.726 0.496
I 3.922 -0.317 -0.044
H -0.313 -0.249 0.207